DFT (ωB97M-V with the def2-TZVPD basis set) results for a molecular structure, C26H40BrCaClCsF4N5O20S at a distorted geometry.

Geometry as ORCA input:
```
! RIJCOSX wB97M-V def2-TZVPD def2/J DEFGRID3
* xyz 0 1
C -3.2130 2.1020 -1.1785
C -4.0888 1.4539 -2.4268
C -3.3230 0.7595 -3.7417
N -4.0894 0.1552 -4.9061
C -5.6303 0.1180 -4.9796
C -6.5521 0.7672 -3.7522
C -8.1980 0.7237 -3.9174
C -8.9768 0.0134 -2.6533
N -9.7948 -1.2040 -3.0265
C -5.7608 1.4492 -2.4662
C -6.6615 2.1311 -1.2782
O -6.2088 1.9864 -0.0032
O -7.9385 2.8435 -1.4399
S -7.7448 4.3688 -2.1769
O -8.9036 4.4841 -3.2426
O -6.4048 4.5708 -2.9246
F -7.9457 5.7124 -1.1243
H -2.0558 1.9644 -1.2856
H -3.5508 3.2350 -1.0780
H -3.5875 1.5718 -0.1920
H -2.1305 0.7915 -3.7389
H -3.5786 -0.2572 -5.7384
H -6.1953 -0.3638 -5.8899
H -8.6535 1.8084 -4.1090
H -8.4317 0.0911 -4.8983
H -8.1551 -0.3687 -1.8762
H -9.5846 0.8539 -2.0921
H -10.7711 -1.1644 -2.6548
H -9.8237 -1.3774 -4.0555
O -2.6320 6.7405 -5.6785
Cl -3.4710 6.1625 -4.6468
O -2.7503 6.1492 -3.3886
O -3.8249 4.8054 -5.0154
O -4.6772 6.9546 -4.5044
Ca -8.5711 1.9272 0.3474
N -4.6711 2.5958 2.9188
O -3.6370 2.1023 2.4390
O -4.9650 3.7782 2.6773
O -5.4113 1.9067 3.6401
C -0.5985 -3.1328 4.4418
C -0.3517 -2.1695 5.4212
C -0.9100 -0.8950 5.3058
C -1.7214 -0.5960 4.2026
C -1.9645 -1.5587 3.2139
C -1.3984 -2.8289 3.3388
N -2.3318 0.7340 4.0886
O -2.0773 1.5641 4.9739
O -3.0697 0.9492 3.1163
H -0.1656 -4.1269 4.5390
H 0.2740 -2.4134 6.2772
H -0.7081 -0.1555 6.0776
H -2.5882 -1.3386 2.3500
H -1.5837 -3.5841 2.5782
Br 1.0289 -5.0362 4.8351
C 0.9740 1.8786 -0.6277
O 1.1819 0.7474 -1.0484
N 1.5592 3.0301 -1.1091
C 1.2608 4.3358 -0.5568
C 2.5038 2.9344 -2.2028
H 0.2731 2.0660 0.2028
H 0.8486 4.9689 -1.3476
H 2.1855 4.7791 -0.1763
H 0.5361 4.2624 0.2587
H 2.0053 2.4810 -3.0648
H 3.3359 2.2919 -1.8991
H 2.8826 3.9235 -2.4747
C 3.5125 -5.7655 2.1885
O 2.6813 -4.6358 1.9957
H 2.9392 -6.5461 2.6939
H 3.8544 -6.1371 1.2194
H 4.3693 -5.4874 2.8070
H 3.2168 -3.9604 1.5455
C 6.4807 2.3353 0.1234
O 7.6677 2.1617 -0.6479
C 7.6225 2.7322 -1.8782
O 6.6812 3.3533 -2.3465
O 8.8058 2.4919 -2.4973
C 8.9022 3.0380 -3.8113
H 6.6282 1.8396 1.0869
H 6.2923 3.3979 0.3083
H 5.6245 1.8702 -0.3755
H 8.8107 4.1286 -3.7838
H 8.1428 2.6009 -4.4677
H 9.8883 2.7857 -4.2107
Cs -8.8711 2.0851 -5.6893
C 9.8868 -7.1694 3.0280
C 9.3284 -7.7146 4.3282
O 8.8085 -6.7078 5.1895
C 7.4740 -6.1826 4.9378
O 6.5924 -7.1717 4.8297
C 7.4130 -5.1467 3.7468
F 8.5303 -4.3627 3.7256
F 6.3682 -4.2818 3.8878
F 7.3028 -5.6916 2.5108
H 10.4275 -6.2320 3.1879
H 10.5648 -7.8966 2.5699
H 9.0915 -6.9808 2.3052
H 10.1662 -8.1580 4.8797
H 8.6208 -8.5304 4.1527
H 7.3587 -5.5144 5.8041
*
```

Calculated values
Largest force on an atom in eV Å⁻¹: 15.54
HOMO in eV: -5.249
HOMO-LUMO gap in eV: 0.895

DFT (ωB97M-V with the def2-TZVPD basis set) results for 9 unconnected molecules or ions with the total composition C19H27FN8O3 at a distorted geometry.

Geometry as ORCA input:
```
! RIJCOSX wB97M-V def2-TZVPD def2/J DEFGRID3
* xyz 0 1
C 12.3932 -1.5878 -15.3945
C 12.7332 -2.7696 -16.2625
O 13.9736 -2.3889 -16.7839
C 14.1564 -1.0381 -16.6525
O 15.1066 -0.3752 -16.9044
O 13.0694 -0.5131 -16.0320
F 11.8257 -2.9710 -17.2652
H 12.6560 -1.7504 -14.3512
H 11.3341 -1.3322 -15.4029
H 12.7332 -3.6946 -15.6856
C 15.0269 1.6004 -11.4444
C 13.9145 1.1351 -12.2872
N 13.0605 0.6742 -12.9017
H 15.8685 1.4928 -12.1317
H 15.0784 0.9686 -10.5643
H 14.9311 2.6536 -11.1877
C 10.3937 1.4390 -14.9035
C 9.7462 2.4526 -14.0646
N 9.3319 3.2895 -13.3986
H 9.6729 1.0351 -15.6131
H 10.7037 0.6780 -14.1860
H 11.2377 1.8386 -15.4551
C 13.8522 -2.1652 -11.6949
C 14.8638 -1.7112 -10.7620
N 15.7704 -1.4214 -10.1164
H 13.9930 -3.2273 -11.9088
H 13.9037 -1.6487 -12.6466
H 12.8492 -2.0953 -11.2760
C 11.2595 2.3162 -10.4281
C 11.7418 1.3702 -9.4232
N 12.1775 0.6063 -8.6864
H 11.2518 1.8518 -11.4089
H 11.8721 3.2174 -10.4388
H 10.2624 2.6474 -10.1371
C 14.1284 3.4606 -14.9033
C 12.9897 3.7403 -15.7949
N 12.0958 3.9887 -16.4639
H 14.8530 4.2620 -14.8040
H 14.5688 2.6355 -15.4761
H 13.7653 3.0981 -13.9486
C 16.7561 5.3682 -9.5424
C 15.8635 5.3758 -10.6875
N 15.1259 5.3621 -11.5652
H 16.1900 5.1534 -8.6372
H 17.1968 6.3647 -9.4785
H 17.5519 4.6289 -9.5669
C 17.9389 1.8031 -14.7751
C 19.2305 2.3565 -15.2044
N 20.2135 2.7669 -15.6247
H 17.8937 1.7602 -13.6895
H 17.7902 0.8020 -15.1766
H 17.1519 2.4286 -15.1928
C 18.0141 1.5899 -6.8577
C 16.9292 2.1462 -7.6486
N 16.0232 2.5180 -8.2503
H 17.9362 0.5045 -6.9378
H 17.8785 1.9376 -5.8378
H 18.9552 1.8396 -7.3458
*
```

Calculated values
Largest force on an atom in eV Å⁻¹: 1.67
Structure (SMILES): O=C1OC[C@@H](F)O1.CC#N.CC#N.CC#N.CC#N.CC#N.CC#N.CC#N.CC#N
Energy relative to the best compared isomer or geometry (same formula, charge and spin) in kJ/mol: 0.0
HOMO in eV: -11.526
HOMO-LUMO gap in eV: 11.606

DFT (ωB97M-V with the def2-TZVPD basis set) results for C21H29N5O2 in the gas phase.

Geometry as ORCA input:
```
! RIJCOSX wB97M-V def2-TZVPD def2/J DEFGRID3
* xyz 0 1
C 1.0521 0.1971 3.2491
H 1.1217 -0.1019 4.2934
H 0.0243 0.0551 2.9275
H 1.6926 -0.4562 2.6609
C 1.4810 1.6548 3.0946
C 2.8217 1.8784 3.7936
H 2.7486 1.6313 4.8503
H 3.5879 1.2493 3.3464
H 3.1355 2.9160 3.7058
C 1.6062 2.0792 1.6280
H 1.9662 3.1100 1.5931
H 2.3491 1.4609 1.1215
C 0.3035 2.0178 0.8260
N -0.0097 0.6498 0.4681
C -1.2554 0.1587 0.4418
O -2.2792 0.7750 0.6773
N -1.3059 -1.1943 0.1141
C -0.2530 -2.0447 -0.0303
N 1.0402 -1.9060 -0.0229
C 1.5104 -3.1931 -0.2208
C 2.8135 -3.6573 -0.3044
C 3.0034 -5.0114 -0.5073
C 1.9319 -5.8931 -0.6259
C 0.6220 -5.4543 -0.5465
C 0.4248 -4.1023 -0.3435
N -0.6962 -3.3188 -0.2154
C -2.1294 -3.4170 -0.1976
H -2.4685 -4.0823 0.6031
H -2.5094 -3.7969 -1.1517
C -2.5547 -1.9487 0.0488
H -3.1755 -1.5561 -0.7610
H -3.1049 -1.8249 0.9859
H -0.2096 -6.1367 -0.6387
H 2.1271 -6.9431 -0.7838
H 4.0087 -5.3992 -0.5769
H 3.6435 -2.9754 -0.2149
H 0.7618 0.0381 0.2170
H -0.5247 2.4102 1.4189
C 0.4979 2.8100 -0.4833
O 1.5333 2.6852 -1.1157
N -0.4999 3.6167 -0.8900
C -1.7848 3.7899 -0.2314
H -1.6852 4.4947 0.6054
C -2.8328 4.2996 -1.2239
C -2.6657 3.5523 -2.5419
C -1.3226 3.9244 -3.1844
C -0.3263 4.3780 -2.1111
H -0.4679 5.4390 -1.8811
H 0.7007 4.2286 -2.4470
H -0.9196 3.0655 -3.7213
H -1.4527 4.7359 -3.9019
H -3.4875 3.7817 -3.2210
H -2.6948 2.4816 -2.3308
H -3.8226 4.1191 -0.8040
H -2.7318 5.3733 -1.3914
H -2.1295 2.8276 0.1540
H 0.7290 2.2907 3.5770
*
```

Calculated values
Largest force on an atom in eV Å⁻¹: 0.82
Structure (SMILES): CC(C)C[C@H](NC(=O)N1CCn2c1nc1ccccc12)C(=O)N1CCCCC1
Energy relative to the best compared isomer or geometry (same formula, charge and spin) in kJ/mol: 2.2
HOMO in eV: -8.131
HOMO-LUMO gap in eV: 8.718

DFT (ωB97M-V with the def2-TZVPD basis set) results for 3 unconnected molecules or ions with the total composition C29H62Cl2F4N8O5P3 at a distorted geometry.

Geometry as ORCA input:
```
! RIJCOSX wB97M-V def2-TZVPD def2/J DEFGRID3
* xyz -1 1
C 2.6539 -0.3915 3.1082
O 3.4466 -1.5329 2.8879
C 2.6893 -2.7234 3.1216
P 3.7250 -4.2936 2.7297
O 2.5317 -5.3491 3.3409
C 1.1663 -5.1141 3.2058
C 0.4470 -4.6548 4.5011
N -0.3794 -3.4648 4.2095
C -1.5842 -3.8074 3.4486
C -1.7135 -3.0676 2.1005
C -1.0521 -1.6917 2.0767
O -1.1814 -3.7994 0.9937
C 3.0507 -4.2809 0.8929
Cl 3.1741 -2.7385 0.0322
C 2.5508 -5.2922 0.1802
C 2.4463 -6.7186 0.6188
Cl 1.9835 -5.0672 -1.4833
C 4.9156 -5.7297 2.3225
C 4.7812 -7.0339 2.7894
C 5.6869 -8.0377 2.4869
N 6.7675 -7.8175 1.7300
C 6.8905 -6.5731 1.2823
C 6.0275 -5.5099 1.5107
C 4.5792 -4.2299 4.5450
F 3.8779 -5.0035 5.4517
F 5.8571 -4.7368 4.5475
C 4.7457 -2.8653 5.2307
F 5.3808 -3.0936 6.4497
F 5.6139 -2.0836 4.5571
H 1.7080 -0.6139 3.6121
H 3.1888 0.3248 3.7399
H 2.3980 0.0879 2.1553
H 2.2576 -2.7225 4.1313
H 1.8342 -2.6413 2.4411
H 4.7619 -3.4021 2.2879
H 0.7079 -6.0969 3.0022
H 0.8089 -4.5021 2.3752
H 1.1854 -4.4077 5.2640
H -0.1958 -5.4509 4.8991
H -0.7079 -3.1230 5.1054
H -2.5100 -3.6284 4.0047
H -1.5895 -4.8771 3.2052
H -2.7786 -2.9056 1.8900
H -1.7705 -0.9603 1.6941
H -0.7206 -1.3396 3.0491
H -0.2186 -1.6695 1.3744
H -1.6908 -4.5952 0.8175
H 3.4109 -7.2119 0.4755
H 2.0862 -6.9313 1.6179
H 1.7753 -7.2441 -0.0654
H 3.9302 -7.2872 3.4109
H 5.5412 -9.0445 2.8629
H 7.7706 -6.3713 0.6730
H 6.2204 -4.5229 1.1089
H 3.8367 -2.3399 5.5123
O -3.7068 0.1629 -0.4095
P -2.9780 0.0967 -1.7299
N -3.6789 1.4441 -2.5141
C -4.2812 1.4884 -3.8229
C -3.5655 2.7483 -1.8749
N -3.6582 -1.4293 -2.2256
C -4.8335 -1.5088 -3.0628
C -3.7534 -2.3969 -1.1393
N -1.7471 -0.0815 -2.9030
C -0.7616 0.9976 -3.0121
C -1.3845 -1.3028 -3.6153
H -3.7307 0.8934 -4.5598
H -4.2930 2.5098 -4.2096
H -5.3204 1.1431 -3.7986
H -2.7377 3.3274 -2.2980
H -3.3829 2.6429 -0.8045
H -4.4846 3.3305 -1.9853
H -5.7019 -0.9925 -2.6255
H -5.1035 -2.5554 -3.2227
H -4.6445 -1.1050 -4.0591
H -4.6381 -2.2271 -0.5118
H -2.8741 -2.3554 -0.4963
H -3.8064 -3.4146 -1.5392
H -0.9792 1.6302 -3.8798
H 0.2541 0.6143 -3.1094
H -0.7723 1.6312 -2.1256
H -2.0296 -1.4384 -4.4869
H -1.4469 -2.1871 -2.9897
H -0.3541 -1.2529 -3.9739
O -2.3417 5.8304 -2.8460
P -1.5359 7.0173 -2.4001
N -2.7744 8.0668 -1.8703
C -2.9470 9.4620 -2.1962
C -3.7157 7.5724 -0.8775
N -0.8728 7.4544 -3.9478
C -1.4888 8.4712 -4.7742
C -0.4860 6.3101 -4.7647
N -0.2962 7.8856 -1.6085
C -0.3305 7.9217 -0.1434
C 0.9536 8.3587 -2.1949
H -1.9987 10.0093 -2.2163
H -3.5662 9.9615 -1.4483
H -3.4468 9.5898 -3.1613
H -3.4360 7.9001 0.1330
H -3.7436 6.4827 -0.8765
H -4.7318 7.9173 -1.0852
H -2.5373 8.2435 -5.0159
H -0.9365 8.5708 -5.7112
H -1.4373 9.4542 -4.3042
H -1.3397 5.8550 -5.2806
H -0.0153 5.5385 -4.1545
H 0.2469 6.6212 -5.5146
H -0.7160 8.8846 0.2083
H 0.6559 7.7655 0.2928
H -0.9746 7.1377 0.2544
H 0.8011 9.3198 -2.6907
H 1.3734 7.6579 -2.9096
H 1.7137 8.5050 -1.4241
*
```

Calculated values
Largest force on an atom in eV Å⁻¹: 6.22
Energy relative to the best compared isomer or geometry (same formula, charge and spin) in kJ/mol: 132.4
HOMO in eV: -5.299
HOMO-LUMO gap in eV: 6.876